The following is a quantum chemistry calculation of a molecular structure, C4H13N3O at a distorted geometry, from OMol25.

Values from the calculation:
**Kohn-Sham gap**: 0.4084 Eh
**HOMO**: -18.69 eV
**Total charge**: +2
**Relative energy (zero: lowest compared OMol25 entry of this formula, charge and spin)**: 203.3 kJ/mol
**Total energy**: -399.00581 a.u.

Last column: natural (NBO) charge in e.
CARTESIAN COORDINATES (ANGSTROEM)
C -1.43 0.43 0.05  0.4985
C 0.73 -1.01 -1.07  -0.7036
C 1.17 1.38 -0.29  -0.7058
C 0.53 0.05 -0.04  0.2736
N -1.82 1.66 0.18  -0.7310
N -2.21 -0.60 -0.09  -0.2679
N 0.87 -0.44 1.34  -0.7166
O -3.57 -0.37 -0.23  -0.5088
H 1.80 -1.13 -1.25  0.2804
H 0.30 -0.71 -2.03  0.2869
H 0.33 -1.98 -0.79  0.2343
H 1.00 2.10 0.51  0.2382
H 0.82 1.80 -1.23  0.2844
H 2.25 1.26 -0.39  0.2792
H -1.20 2.45 0.26  0.4479
H -2.82 1.86 0.10  0.4641
H -1.89 -1.51 -0.43  0.4279
H 0.57 0.21 2.08  0.4644
H 1.90 -0.53 1.41  0.4683
H 0.47 -1.38 1.54  0.4611
H -4.09 -1.11 0.13  0.5245

=====

The following is a quantum chemistry calculation of a molecular structure, C26H20ClF6N9O8S3Ti, from OMol25.

Values from the calculation:
**Kohn-Sham gap**: 0.2015 Eh
**HOMO**: -8.05 eV
**Relative energy (zero: lowest compared OMol25 entry of this formula, charge and spin)**: 0.0 kJ/mol
**Total energy**: -5200.71713 a.u.

Last column: Mulliken charge in e.
CARTESIAN COORDINATES (ANGSTROEM)
Ti -0.87 -0.20 -0.36  -2.2572
C 4.79 -1.11 -0.58  -0.6733
C 3.99 -1.32 -1.69  -0.9078
C 2.62 -1.43 -1.55  0.4877
C 2.04 -1.33 -0.29  -1.2172
C 2.84 -1.14 0.82  0.2995
C 4.22 -1.02 0.68  -0.9974
N 0.63 -1.53 -0.13  2.4468
C 0.24 -2.85 -0.14  0.8731
C 1.08 -3.95 -0.42  -1.5737
C 0.56 -5.23 -0.36  -0.7561
C -0.78 -5.48 -0.03  -0.9136
C -1.61 -4.43 0.25  -0.7075
C -1.09 -3.14 0.16  0.3421
N -1.82 -1.98 0.45  2.4999
N -2.91 -2.14 1.04  -1.3355
C -3.60 -0.96 1.32  -0.2077
C -4.79 -1.09 2.02  -0.4820
C -5.51 0.06 2.30  -0.5136
C -5.01 1.26 1.84  -0.8982
C -3.82 1.28 1.13  -0.3953
N -3.10 0.19 0.87  0.5654
H 5.86 -1.00 -0.69  0.3743
H 4.43 -1.38 -2.68  0.4637
H 1.98 -1.59 -2.41  0.4020
H 2.39 -1.06 1.80  0.3327
H 4.84 -0.84 1.55  0.3696
H 2.12 -3.79 -0.67  0.4457
H 1.22 -6.06 -0.58  0.4331
H -1.15 -6.50 -0.01  0.4028
H -2.65 -4.57 0.49  0.4926
H -5.12 -2.08 2.32  0.5502
H -6.44 0.01 2.84  0.4157
H -5.54 2.19 2.00  0.4526
H -3.46 2.21 0.71  0.4282
N -3.09 2.47 -3.48  -0.3780
C -2.80 1.83 -2.33  0.6045
S -3.55 0.36 -1.96  -0.4017
N -1.95 2.54 -1.55  -2.1117
N -1.48 1.89 -0.50  2.3623
C -1.10 2.60 0.51  -1.9187
C -0.57 1.93 1.67  1.8965
C -0.23 2.60 2.84  -1.2662
C 0.22 1.88 3.92  -0.5772
C 0.33 0.49 3.83  -0.9126
C 0.00 -0.11 2.63  -0.5943
N -0.45 0.59 1.59  2.1064
H -3.65 2.00 -4.16  0.2464
H -2.54 3.27 -3.73  0.2483
H -1.18 3.68 0.47  0.3090
H -0.31 3.68 2.87  0.5724
H 0.50 2.39 4.84  0.4469
H 0.69 -0.10 4.65  0.5173
H 0.11 -1.18 2.48  0.4062
O -2.25 -2.35 -2.61  -0.6187
Cl -1.22 -1.62 -3.25  1.9508
O -1.60 -1.00 -4.45  -0.6519
O -0.03 -2.39 -3.38  -0.6492
O -0.83 -0.45 -2.29  -0.7137
F 2.40 3.02 -3.54  -0.2203
C 1.66 2.02 -3.07  0.3035
F 0.41 2.17 -3.51  -0.1756
F 2.14 0.87 -3.53  -0.1837
S 1.69 2.09 -1.23  0.5844
O 0.88 0.93 -0.82  0.7779
O 1.16 3.37 -0.87  -0.7114
N 3.15 1.77 -0.86  -0.3219
S 4.15 2.78 -0.15  1.0604
O 5.40 2.11 0.01  -0.6449
O 4.10 4.12 -0.65  -0.6461
C 3.44 2.91 1.58  0.7051
F 2.62 1.88 1.86  -0.1576
F 2.74 4.03 1.73  -0.2349
F 4.42 2.91 2.48  -0.2496

=====

The following is a quantum chemistry calculation of a gas-phase ion, C7H11N2S (charge +1) at a distorted geometry, from OMol25.

Values from the calculation:
**Kohn-Sham gap**: 0.3633 Eh
**HOMO**: -12.99 eV
**Total charge**: +1
**Relative energy (zero: lowest compared OMol25 entry of this formula, charge and spin)**: 44.5 kJ/mol
**Total energy**: -780.76298 a.u.

Last column: natural (NBO) charge in e.
CARTESIAN COORDINATES (ANGSTROEM)
C -1.74 0.61 1.05  -0.2444
C -3.06 0.90 0.83  -0.3690
C -2.16 -0.67 -0.87  -0.4292
C -1.25 -0.26 0.07  -0.1959
C 0.22 -0.66 0.18  0.5857
C 1.01 1.41 -0.77  -0.4332
C 2.69 -0.20 -0.16  -0.3898
N 1.27 0.07 -0.24  -0.3296
N 0.42 -1.92 0.60  -0.7302
S -3.64 0.06 -0.55  0.5758
H -1.15 0.90 1.84  0.2315
H -3.62 1.45 1.44  0.2379
H -2.10 -1.39 -1.79  0.2875
H 1.21 1.57 -1.86  0.2300
H -0.02 1.68 -0.69  0.2425
H 1.75 2.10 -0.34  0.2228
H 3.22 0.60 0.34  0.2367
H 2.68 -1.14 0.38  0.1906
H 3.11 -0.28 -1.14  0.2374
H -0.23 -2.61 0.87  0.4386
H 1.41 -2.21 0.81  0.4043

=====

The following is a quantum chemistry calculation of a single C6H14N2 molecule at a distorted geometry, from OMol25.

Values from the calculation:
**Kohn-Sham gap**: 0.3363 Eh
**HOMO**: -8.10 eV
**Relative energy (zero: lowest compared OMol25 entry of this formula, charge and spin)**: 183.2 kJ/mol
**SMILES string**: NCCN1CCCC1
**Total energy**: -346.45740 a.u.

Last column: natural (NBO) charge in e.
CARTESIAN COORDINATES (ANGSTROEM)
N 1.28 2.92 -1.46  -0.8634
C 0.45 1.74 -1.21  -0.2020
C 0.39 1.28 0.31  -0.2244
N -0.57 0.21 0.55  -0.4561
C -0.37 -0.66 1.79  -0.2281
C -0.24 -2.09 1.37  -0.4294
C -0.35 -2.17 -0.14  -0.4094
C -0.90 -0.81 -0.53  -0.2429
H 1.02 3.73 -0.96  0.3636
H 1.52 3.01 -2.43  0.3699
H -0.54 1.84 -1.59  0.1647
H 1.01 0.91 -1.83  0.1752
H 1.45 0.99 0.46  0.1733
H -0.07 2.03 0.96  0.2020
H 0.53 -0.40 2.33  0.1985
H -1.28 -0.56 2.40  0.1958
H 0.72 -2.56 1.59  0.2121
H -1.10 -2.68 1.71  0.2074
H -0.98 -2.98 -0.52  0.2100
H 0.65 -2.35 -0.56  0.1915
H -0.63 -0.59 -1.57  0.2059
H -2.00 -0.82 -0.69  0.1860

=====

The following is a quantum chemistry calculation of 9 unconnected molecules or ions with the total composition C19H57B2FO10, from OMol25.

Values from the calculation:
**Kohn-Sham gap**: 0.3507 Eh
**HOMO**: -9.73 eV
**SMILES string**: COB(O)B[C@@H](C)F.CCO.CCO.CCO.CCO.CCO.CCO.CCO.CCO
**Total energy**: -1660.01391 a.u.

Last column: Mulliken charge in e.
CARTESIAN COORDINATES (ANGSTROEM)
C -1.00 -1.90 0.07  -0.3446
O -2.21 -1.19 -0.11  -0.6148
B -3.26 -1.32 0.78  0.6991
O -3.75 -2.61 0.97  -0.4670
B -3.79 0.01 1.72  0.0287
C -2.83 0.43 2.92  0.1707
C -1.57 -0.41 3.03  -0.8567
F -2.46 1.77 2.65  -0.2626
H -0.54 -2.08 -0.90  0.3018
H -0.30 -1.31 0.69  0.1785
H -1.18 -2.87 0.56  0.0873
H -4.52 -2.68 1.53  0.2567
H -4.82 0.59 1.59  -0.1056
H -3.39 0.48 3.87  0.1522
H -1.07 -0.35 4.00  0.3864
H -1.79 -1.47 2.84  0.2513
H -0.87 -0.07 2.26  0.1424
C -1.35 4.82 0.94  -0.5555
C -0.85 5.55 2.17  -0.0752
O -1.79 5.53 3.24  -0.5560
H -2.29 5.26 0.59  0.2743
H -0.62 4.87 0.14  0.0669
H -1.53 3.77 1.17  0.2660
H -0.67 6.60 1.94  0.0032
H 0.11 5.12 2.49  0.2630
H -1.97 4.61 3.45  0.3081
C -0.17 9.70 -1.21  -1.0849
C -0.35 9.04 0.14  -0.1690
O 0.54 7.95 0.34  -0.4917
H -0.31 8.97 -2.01  0.2606
H -0.89 10.51 -1.34  0.3339
H 0.83 10.13 -1.31  0.3272
H -1.34 8.61 0.24  0.2895
H -0.23 9.78 0.94  0.2862
H 1.45 8.27 0.29  0.2543
C 0.83 3.16 -2.42  -0.7464
C 2.03 4.02 -2.72  -0.3374
O 1.75 4.97 -3.75  -0.5130
H 0.48 2.71 -3.34  0.3198
H 1.05 2.37 -1.70  0.3194
H 0.01 3.76 -2.01  0.1547
H 2.84 3.41 -3.14  0.2692
H 2.42 4.51 -1.82  0.3021
H 1.04 5.54 -3.43  0.2978
C 1.63 -3.41 5.80  -1.5150
C 0.75 -2.48 5.00  -0.0767
O 0.23 -3.09 3.82  -0.5095
H 2.47 -3.77 5.21  0.3852
H 2.02 -2.90 6.68  0.4165
H 1.06 -4.28 6.15  0.3825
H 1.32 -1.62 4.64  0.3643
H -0.07 -2.10 5.61  0.2665
H -0.31 -3.84 4.07  0.2142
C 2.08 -5.60 3.35  -0.6837
C 2.43 -4.76 2.14  -0.2386
O 1.31 -4.06 1.62  -0.3165
H 1.28 -6.31 3.12  0.2483
H 2.94 -6.16 3.70  0.3905
H 1.73 -4.96 4.17  -0.1787
H 2.78 -5.38 1.32  0.2587
H 3.23 -4.06 2.40  0.3177
H 0.95 -3.49 2.31  0.3103
C -1.02 -6.73 -0.23  -0.7206
C -2.11 -6.29 0.72  0.0602
O -1.74 -6.50 2.08  -0.5698
H -0.79 -7.78 -0.08  0.3082
H -1.29 -6.57 -1.27  0.3315
H -0.12 -6.14 -0.04  -0.0261
H -3.03 -6.86 0.58  0.3419
H -2.36 -5.23 0.56  -0.0298
H -0.94 -5.98 2.23  0.2683
C 2.97 -5.87 -3.44  -1.0583
C 1.84 -4.88 -3.27  -0.2638
O 1.05 -5.14 -2.11  -0.3584
H 2.59 -6.89 -3.49  0.2477
H 3.53 -5.66 -4.35  0.3739
H 3.67 -5.80 -2.60  0.3145
H 1.14 -4.95 -4.10  0.2916
H 2.22 -3.86 -3.25  0.2682
H 1.61 -5.08 -1.33  0.1737
C 0.98 3.19 -7.79  -0.9954
C -0.28 3.45 -6.99  -0.2520
O -0.18 2.99 -5.65  -0.4707
H 1.20 2.12 -7.80  0.2594
H 0.85 3.53 -8.82  0.3477
H 1.83 3.72 -7.36  0.3094
H -1.13 2.92 -7.41  0.2598
H -0.52 4.52 -7.00  0.2596
H 0.55 3.47 -5.23  0.2223

=====

The following is a quantum chemistry calculation of a single C3H6ClNS molecule at a distorted geometry, from OMol25.

Values from the calculation:
**Kohn-Sham gap**: 0.3651 Eh
**HOMO**: -9.17 eV
**Relative energy (zero: lowest compared OMol25 entry of this formula, charge and spin)**: 147.9 kJ/mol
**SMILES string**: C[C@H](Cl)/C=N/S
**Total energy**: -1030.99609 a.u.

Last column: natural (NBO) charge in e.
CARTESIAN COORDINATES (ANGSTROEM)
C 1.50 0.99 -0.15  -0.6287
C 0.66 -0.16 0.20  -0.2382
Cl 1.59 -1.66 -0.03  -0.0639
C -0.68 -0.34 -0.42  0.0738
N -1.63 -0.21 0.36  -0.5313
S -3.13 -0.72 -0.17  0.1802
H 2.49 1.01 0.38  0.2312
H 1.83 0.95 -1.21  0.2136
H 1.06 2.02 -0.01  0.2305
H 0.59 -0.11 1.25  0.2272
H -0.70 -0.91 -1.35  0.1752
H -3.58 -0.85 1.15  0.1305

=====

Look up the HOMO of the first one.
-18.69 eV

=====

Copy entry 6 word for word.
The following is a quantum chemistry calculation of a single C3H6ClNS molecule at a distorted geometry, from OMol25.

Values from the calculation:
**Kohn-Sham gap**: 0.3651 Eh
**HOMO**: -9.17 eV
**Relative energy (zero: lowest compared OMol25 entry of this formula, charge and spin)**: 147.9 kJ/mol
**SMILES string**: C[C@H](Cl)/C=N/S
**Total energy**: -1030.99609 a.u.

Last column: natural (NBO) charge in e.
CARTESIAN COORDINATES (ANGSTROEM)
C 1.50 0.99 -0.15  -0.6287
C 0.66 -0.16 0.20  -0.2382
Cl 1.59 -1.66 -0.03  -0.0639
C -0.68 -0.34 -0.42  0.0738
N -1.63 -0.21 0.36  -0.5313
S -3.13 -0.72 -0.17  0.1802
H 2.49 1.01 0.38  0.2312
H 1.83 0.95 -1.21  0.2136
H 1.06 2.02 -0.01  0.2305
H 0.59 -0.11 1.25  0.2272
H -0.70 -0.91 -1.35  0.1752
H -3.58 -0.85 1.15  0.1305